An isolated molecule of C5H9NO. Source: OMol25; level of theory: ωB97M-V with the def2-TZVPD basis set.

Cartesian coordinates (Å):
C 1.8800 0.8883 -0.3503
O 1.0908 -0.2833 -0.2893
C -0.2747 -0.1587 0.0839
C -1.1762 -0.3394 -1.1397
C -0.5217 -1.2499 1.1233
C -0.5857 1.1613 0.6985
N -0.8577 2.1802 1.1719
H 1.5943 1.5542 -1.1786
H 1.8263 1.4514 0.5905
H 2.9080 0.5503 -0.4990
H -0.9815 -1.3232 -1.5755
H -0.9728 0.4275 -1.8919
H -2.2310 -0.2836 -0.8497
H -1.5682 -1.2891 1.4373
H 0.1155 -1.0793 1.9936
H -0.2454 -2.2067 0.6749

Structure (SMILES): COC(C)(C)C#N
Gap between HOMO and LUMO, eV: 11.168
E_HOMO, eV: -10.3026
ΔE to the lowest compared entry with this formula, charge and spin, kcal/mol: 35.0
Largest force on an atom, Eh/bohr: 0.0198
E, Ha: -325.88181
Charge: 0
Spin multiplicity: 1
E_LUMO, eV: 0.87

A cluster of 12 separate species, C36H72O24S6 in total. Source: OMol25; level of theory: ωB97M-V with the def2-TZVPD basis set.

Cartesian coordinates (Å):
C 12.9763 20.9449 10.6946
C 13.9755 22.2358 10.6537
C 15.1567 22.1530 9.7112
O 15.1197 23.3839 8.9460
C 14.0513 24.1037 9.4144
O 13.8261 25.2412 8.9986
O 13.2335 23.3409 10.1763
H 13.5658 20.2168 11.2518
H 12.8037 20.5514 9.6929
H 12.0317 21.1109 11.2126
H 14.3321 22.3555 11.6767
H 14.9321 21.2119 9.2093
H 15.9995 21.9340 10.3668
C -2.3069 17.6984 5.4047
C -3.8354 17.5036 5.3353
C -4.4562 18.1247 4.1081
O -5.3186 17.0284 3.7464
C -4.9725 15.8908 4.3471
O -5.3457 14.7363 4.2103
O -4.1636 16.1079 5.2223
H -1.9951 18.7416 5.4538
H -1.7554 17.2468 4.5801
H -1.9960 17.3936 6.4040
H -4.5256 17.7446 6.1439
H -3.8954 18.4723 3.2405
H -5.1616 18.8698 4.4761
C 13.5288 17.0328 3.4254
C 12.1761 16.3578 3.6308
C 11.6998 15.4634 2.4851
O 11.6012 14.1904 3.1176
C 11.9305 14.2450 4.4893
O 11.8667 13.3829 5.2869
O 12.4035 15.4961 4.7763
H 13.5688 17.7125 2.5742
H 14.3136 16.3071 3.2117
H 14.0836 17.3559 4.3062
H 11.4925 17.1665 3.8891
H 12.4507 15.4132 1.6967
H 10.7781 15.9590 2.1801
C 0.2740 19.6122 -0.8255
C 1.6480 19.2206 -1.4641
C 2.5310 20.4607 -1.3381
O 3.2041 20.2104 -0.0157
C 3.1648 18.8997 0.2784
O 3.8404 18.3812 1.2437
O 2.3292 18.3305 -0.6157
H 0.1781 19.5764 0.2597
H -0.4541 18.9179 -1.2449
H 0.1434 20.6536 -1.1196
H 1.3377 18.8111 -2.4254
H 2.0077 21.3933 -1.1273
H 3.2578 20.4841 -2.1501
C 0.3078 24.3868 19.9270
C 0.7414 22.9815 19.8060
C 2.2468 22.8259 19.5588
O 2.6756 21.9586 20.6377
C 1.6184 21.8215 21.5292
O 1.8022 21.3383 22.6224
O 0.4628 22.3336 21.0224
H 0.5023 24.9921 19.0416
H 0.6834 24.8836 20.8215
H -0.7672 24.4828 20.0800
H 0.2644 22.5430 18.9296
H 2.8988 23.6959 19.6364
H 2.2747 22.3681 18.5700
C 5.3036 21.0107 10.8655
C 5.2615 19.8387 9.8602
C 6.1175 20.0131 8.5918
O 6.6686 18.6417 8.5508
C 6.3583 17.9278 9.6773
O 6.6048 16.7521 9.9039
O 5.7858 18.6532 10.5020
H 4.6295 20.7698 11.6875
H 5.1274 22.0338 10.5334
H 6.3246 21.0383 11.2462
H 4.2259 19.6428 9.5823
H 6.8854 20.7820 8.6770
H 5.5298 20.2826 7.7143
C 10.2003 22.8590 1.3858
S 9.6860 23.2089 3.1535
O 10.8916 22.6886 3.9018
C 10.0407 25.0382 3.1491
H 11.1764 23.2420 1.0882
H 9.5054 23.1049 0.5829
H 10.5238 21.8274 1.5246
H 10.9317 25.2779 2.5689
H 10.2657 25.4337 4.1396
H 9.2879 25.6791 2.6902
C 5.5853 7.7078 9.4826
S 6.0500 6.0459 8.8023
O 7.1106 5.6000 9.8113
C 4.4116 5.3277 9.1686
H 6.3312 8.4761 9.2788
H 5.4354 7.5943 10.5563
H 4.5906 8.0237 9.1682
H 3.5965 5.6791 8.5359
H 4.1372 5.5429 10.2013
H 4.4451 4.2778 8.8775
C 2.6185 26.9734 4.2194
S 1.7680 25.4799 3.6312
O 1.4108 24.7664 4.9540
C 0.1385 26.1137 3.0085
H 1.9063 27.4535 4.8905
H 2.6326 27.6809 3.3904
H 3.6370 26.9123 4.6028
H 0.2864 26.9888 2.3757
H -0.5226 26.2631 3.8621
H -0.3551 25.4790 2.2726
C 6.1494 13.3825 15.7685
S 5.5470 13.9775 17.4033
O 6.6581 13.6662 18.3955
C 5.3221 15.7616 17.0536
H 6.7267 14.1792 15.2994
H 5.3752 13.2940 15.0064
H 6.8418 12.5722 15.9970
H 5.1112 16.3829 17.9240
H 4.5123 15.6952 16.3270
H 6.1799 16.3889 16.8113
C 0.7247 28.2003 10.7556
S -0.3749 26.6414 10.7776
O -0.7268 26.4741 12.3105
C -1.8997 27.2023 9.7766
H 0.5340 28.8174 9.8777
H 1.7443 27.8409 10.6164
H 0.6803 28.9257 11.5680
H -2.4098 27.8642 10.4765
H -2.5880 26.3783 9.5889
H -1.7431 27.7842 8.8683
C 5.5298 28.1389 15.5047
S 7.1996 27.4381 15.7315
O 7.1230 25.9662 15.4473
C 7.8307 28.2592 14.2373
H 4.9338 27.8128 16.3570
H 5.2725 27.6745 14.5528
H 5.6480 29.2205 15.4393
H 8.7515 27.6880 14.1195
H 7.9750 29.3151 14.4661
H 7.1916 28.2611 13.3544

Gap between HOMO and LUMO, eV: 8.290
E_HOMO, eV: -8.4855
ΔE to the lowest compared entry with this formula, charge and spin, kcal/mol: 236.2
Largest force on an atom, Eh/bohr: 0.1684
E, Ha: -5609.36306
Charge: 0
Spin multiplicity: 1
E_LUMO, eV: -0.20

Among the records above, which one has the highest E?
C5H9NO